Here is a cluster of 3 separate species, C7H2N3O2 in total in a non-equilibrium geometry from the Open Molecules 2025 dataset. Energies are from ωB97M-V/def2-TZVPD.

```
! wB97M-V def2-TZVPD RIJCOSX def2/J DEFGRID3
* xyz -1 1
C 1.52 1.50 -0.07
C 2.24 -0.52 -1.19
C 2.05 -0.48 1.14
C -0.91 -0.52 -1.19
C -0.55 -0.38 -0.04
C -3.46 0.39 0.84
C 1.81 0.13 -0.05
N 1.29 2.62 -0.02
N 2.50 -1.02 -2.19
N 2.16 -1.13 2.10
O -3.76 -0.72 0.95
O -3.16 1.48 0.82
H -0.97 -0.79 -2.14
H -0.76 -0.56 1.03
*
```

For the gap between HOMO and LUMO, the calculation gives 6.9 eV. The calculation puts the total energy at -582.662970 Ha. The value obtained for the maximum force is 3.55 eV/Å.

These are the natural (NBO) partial charges, in e, on atoms 1 to 4:
1. C 0.34
2. C 0.34
3. C 0.32
4. C -0.28